1.
This record from OMol25 describes C62H70N10SSi as an isolated structure. The level of theory is ωB97M-V/def2-TZVPD.

XYZ file:
```
144
Properties=species:S:1:pos:R:3:lowdin_charge:R:1
C -4.651 -0.117 1.041 -0.17
Si -3.647 -1.646 0.589 0.60
C -1.812 -1.479 1.073 -0.18
C -4.254 -3.221 1.482 -0.25
C -3.929 -3.206 3.006 -0.25
C -3.379 -4.572 3.546 -0.19
C -1.855 -4.509 3.852 -0.19
C -1.460 -4.693 5.338 -0.19
C -2.349 -3.934 6.353 -0.20
C -1.888 -2.472 6.606 -0.19
C -0.561 -2.392 7.405 -0.14
C 0.683 -2.058 6.588 -0.17
C 0.681 -1.566 5.335 -0.02
C 1.908 -1.239 4.629 -0.06
C 3.122 -1.389 5.190 -0.03
C 3.160 -1.923 6.518 -0.36
N 4.287 -2.126 7.208 -0.23
S 3.791 -2.703 8.645 0.99
N 2.176 -2.745 8.457 -0.21
C 1.958 -2.264 7.236 -0.32
C -3.682 -2.062 -1.260 -0.25
C -2.642 -1.654 -2.093 -0.09
C -2.626 -1.981 -3.441 -0.09
C -3.678 -2.715 -3.965 -0.10
C -4.742 -3.112 -3.169 -0.11
C -4.728 -2.791 -1.818 -0.12
H -4.820 -0.064 2.130 0.03
H -4.132 0.808 0.743 0.02
H -5.640 -0.122 0.558 0.03
H -1.376 -2.479 0.896 0.04
H -1.296 -0.798 0.384 0.00
H -1.688 -1.183 2.123 0.02
H -3.683 -4.049 1.027 0.07
H -5.330 -3.367 1.295 0.07
H -4.868 -3.004 3.549 0.10
H -3.217 -2.403 3.250 0.07
H -4.001 -4.916 4.381 0.10
H -3.524 -5.306 2.736 0.10
H -1.396 -5.350 3.304 0.11
H -1.431 -3.597 3.407 0.09
H -0.437 -4.288 5.440 0.10
H -1.405 -5.751 5.629 0.11
H -3.420 -3.926 6.114 0.10
H -2.248 -4.457 7.321 0.11
H -1.899 -1.884 5.680 0.09
H -2.669 -2.033 7.252 0.11
H -0.682 -1.592 8.157 0.12
H -0.428 -3.326 7.972 0.12
H -0.243 -1.396 4.787 0.10
H 1.818 -0.831 3.620 0.10
H 4.038 -1.118 4.664 0.11
H -1.808 -1.068 -1.700 0.09
H -1.776 -1.668 -4.050 0.09
H -3.623 -2.957 -5.028 0.10
H -5.559 -3.669 -3.629 0.10
H -5.577 -3.135 -1.221 0.10
N -0.399 0.564 -4.676 0.06
C -0.754 1.135 -5.829 -0.14
C 0.010 2.087 -6.489 -0.07
C 1.209 2.470 -5.915 -0.10
C 1.599 1.893 -4.717 -0.10
C 0.763 0.948 -4.143 -0.16
H -1.704 0.804 -6.236 0.10
H -0.324 2.518 -7.425 0.07
H 1.836 3.211 -6.398 0.10
H 2.530 2.168 -4.239 0.10
H 1.027 0.467 -3.207 0.10
N -0.190 4.248 -8.800 0.05
C -0.359 5.540 -8.505 -0.14
C 0.121 6.578 -9.289 -0.07
C 0.821 6.261 -10.442 -0.08
C 1.010 4.928 -10.766 -0.07
C 0.486 3.966 -9.917 -0.15
H -0.910 5.739 -7.590 0.09
H -0.049 7.606 -9.002 0.10
H 1.213 7.043 -11.080 0.11
H 1.550 4.639 -11.657 0.10
H 0.606 2.909 -10.133 0.11
N 5.855 0.673 -7.560 0.05
C 6.776 0.173 -6.735 -0.16
C 6.476 -0.472 -5.545 -0.08
C 5.144 -0.602 -5.187 -0.08
C 4.172 -0.088 -6.029 -0.08
C 4.579 0.536 -7.198 -0.16
H 7.805 0.301 -7.055 0.10
H 7.266 -0.860 -4.916 0.10
H 4.868 -1.098 -4.265 0.11
H 3.121 -0.168 -5.785 0.09
H 3.852 0.950 -7.889 0.10
N -0.832 6.255 -4.931 0.06
C 0.487 6.066 -4.831 -0.15
C 1.307 6.793 -3.980 -0.07
C 0.731 7.774 -3.191 -0.08
C -0.633 7.988 -3.280 -0.08
C -1.364 7.204 -4.159 -0.15
H 0.895 5.291 -5.470 0.08
H 2.369 6.594 -3.939 0.10
H 1.338 8.364 -2.515 0.11
H -1.121 8.745 -2.681 0.10
H -2.436 7.335 -4.258 0.10
N 8.033 -0.645 2.310 0.05
C 7.089 -1.339 2.945 -0.16
C 7.238 -1.852 4.225 -0.08
C 8.437 -1.635 4.882 -0.08
C 9.433 -0.918 4.239 -0.08
C 9.179 -0.446 2.960 -0.16
H 6.168 -1.486 2.391 0.10
H 6.435 -2.406 4.694 0.09
H 8.594 -2.020 5.882 0.11
H 10.384 -0.728 4.718 0.10
H 9.928 0.123 2.419 0.10
N -0.687 1.746 1.051 0.06
C 0.424 1.881 1.777 -0.15
C 0.851 3.082 2.320 -0.07
C 0.081 4.212 2.093 -0.11
C -1.076 4.096 1.340 -0.07
C -1.414 2.845 0.846 -0.15
H 0.995 0.969 1.925 0.09
H 1.760 3.132 2.904 0.11
H 0.379 5.170 2.500 0.10
H -1.703 4.955 1.141 0.10
H -2.312 2.704 0.254 0.10
N -0.322 5.604 5.338 0.06
C 0.089 6.066 6.520 -0.16
C 0.000 5.346 7.702 -0.08
C -0.550 4.075 7.656 -0.08
C -0.984 3.576 6.439 -0.07
C -0.846 4.378 5.316 -0.15
H 0.509 7.066 6.508 0.10
H 0.352 5.771 8.632 0.10
H -0.638 3.481 8.557 0.11
H -1.419 2.589 6.361 0.10
H -1.169 4.030 4.342 0.09
N -4.015 -7.414 -0.450 0.05
C -4.053 -6.524 -1.443 -0.15
C -4.624 -6.776 -2.682 -0.07
C -5.184 -8.023 -2.906 -0.08
C -5.153 -8.963 -1.888 -0.08
C -4.561 -8.608 -0.685 -0.16
H -3.600 -5.562 -1.226 0.09
H -4.627 -6.014 -3.449 0.09
H -5.638 -8.259 -3.860 0.10
H -5.579 -9.948 -2.022 0.10
H -4.517 -9.310 0.141 0.10
```

Its electronic energy is -99042.702 eV. The molecular weight comes out at 1015.465 g mol⁻¹. The calculation puts the max |F| at 0.0302 Eh/bohr. As for the multiplicity: 1. The calculation puts the HOMO energy at -8.895 eV. The frontier orbital gap is 0.3102 Eh. The calculation puts the relative energy (zero: lowest compared OMol25 entry of this formula, charge and spin) at 0.00 kcal/mol.


2.
This record from OMol25 describes C62H73N3O6PS2Sr as an isolated structure. The level of theory is ωB97M-V/def2-TZVPD.

XYZ file:
```
148
Properties=species:S:1:pos:R:3:lowdin_charge:R:1
Sr 0.129 -0.208 -0.545 1.49
C 7.216 1.273 1.727 -0.07
C 6.965 1.905 0.360 -0.56
C 7.932 1.265 -0.645 -0.05
C 7.263 3.407 0.462 -0.05
C 5.529 1.694 -0.108 -0.17
C 4.594 1.012 0.599 0.03
C 3.254 0.892 0.115 -0.16
N 2.257 0.319 0.804 0.07
C 2.298 -0.494 1.838 -0.18
C 3.408 -1.299 2.261 0.02
C 3.326 -2.034 3.386 -0.16
C 2.176 -1.836 4.238 0.03
C 1.052 -1.155 3.915 -0.08
C 0.988 -0.616 2.547 -0.28
O -0.075 -0.279 2.012 -0.12
C -0.059 -0.990 4.963 -0.53
C -1.350 -0.347 4.444 -0.06
C -0.425 -2.356 5.557 -0.05
C 0.487 -0.097 6.083 -0.05
C 4.329 -3.109 3.780 -0.56
C 5.045 -2.707 5.073 -0.05
C 5.362 -3.329 2.679 -0.06
C 3.576 -4.431 3.986 -0.04
C 2.830 1.595 -1.098 -0.29
O 1.635 1.611 -1.458 -0.14
C 3.878 2.261 -1.877 -0.08
C 5.133 2.276 -1.366 0.03
C 3.499 2.941 -3.186 -0.53
C 4.717 3.573 -3.855 -0.08
C 2.906 1.911 -4.161 -0.03
C 2.477 4.058 -2.930 -0.04
H 8.263 1.406 2.004 0.08
H 7.006 0.204 1.720 0.08
H 6.604 1.730 2.505 0.09
H 8.968 1.457 -0.356 0.08
H 7.790 1.658 -1.651 0.07
H 7.781 0.186 -0.686 0.09
H 8.272 3.569 0.850 0.08
H 6.555 3.894 1.133 0.09
H 7.197 3.901 -0.506 0.07
H 4.826 0.597 1.568 0.09
H 4.237 -1.402 1.578 0.11
H 2.223 -2.295 5.219 0.10
H -1.819 -0.929 3.654 0.06
H -1.185 0.650 4.044 0.08
H -2.046 -0.277 5.285 0.09
H -0.804 -3.028 4.788 0.07
H -1.202 -2.236 6.315 0.08
H 0.424 -2.847 6.031 0.07
H 0.760 0.885 5.694 0.09
H 1.374 -0.530 6.547 0.08
H -0.272 0.041 6.855 0.08
H 5.596 -1.776 4.936 0.08
H 5.753 -3.481 5.379 0.08
H 4.343 -2.563 5.895 0.07
H 5.999 -2.454 2.537 0.08
H 4.881 -3.561 1.729 0.09
H 6.008 -4.166 2.950 0.08
H 2.887 -4.381 4.830 0.07
H 4.288 -5.235 4.188 0.08
H 3.003 -4.680 3.093 0.08
H 5.906 2.783 -1.931 0.09
H 5.494 2.839 -4.075 0.08
H 5.157 4.364 -3.244 0.08
H 4.409 4.020 -4.802 0.08
H 3.667 1.185 -4.455 0.09
H 2.565 2.425 -5.065 0.08
H 2.070 1.368 -3.732 0.07
H 2.868 4.791 -2.221 0.09
H 1.545 3.668 -2.530 0.06
H 2.268 4.574 -3.870 0.08
O 1.859 -3.803 0.819 0.03
C 0.810 -3.266 0.508 -0.72
O 0.589 -2.474 -0.472 -0.29
C -0.485 -3.511 1.336 -0.22
P -1.855 -2.666 0.406 1.08
C -2.058 -3.862 -0.985 -0.35
C -1.884 -3.391 -2.281 -0.08
C -2.020 -4.241 -3.370 -0.08
C -2.330 -5.577 -3.172 -0.10
C -2.504 -6.059 -1.881 -0.09
C -2.371 -5.205 -0.799 -0.09
C -3.371 -3.131 1.353 -0.36
C -3.345 -3.293 2.736 -0.09
C -4.507 -3.529 3.458 -0.09
C -5.727 -3.613 2.809 -0.10
C -5.771 -3.466 1.427 -0.09
C -4.610 -3.231 0.714 -0.12
H -0.352 -3.091 2.334 0.06
H -0.654 -4.588 1.432 0.09
H -1.610 -2.356 -2.440 0.08
H -1.870 -3.853 -4.369 0.10
H -2.426 -6.244 -4.020 0.09
H -2.742 -7.102 -1.716 0.10
H -2.527 -5.585 0.205 0.11
H -2.405 -3.227 3.265 0.07
H -4.449 -3.648 4.533 0.10
H -6.635 -3.798 3.368 0.09
H -6.717 -3.526 0.904 0.10
H -4.666 -3.145 -0.365 0.10
S -3.000 1.118 1.403 0.73
C -3.273 1.656 -0.125 -0.76
N -4.036 1.083 -1.051 -0.11
C -4.259 1.723 -2.336 -0.11
C -4.465 3.197 -2.085 -0.10
N -3.245 3.702 -1.468 -0.11
C -2.819 5.044 -1.839 -0.13
C -2.392 5.159 -3.278 -0.21
C -1.365 4.336 -3.741 -0.03
C -0.929 4.439 -5.051 -0.08
C -1.518 5.356 -5.914 -0.09
C -2.539 6.172 -5.460 -0.09
C -2.973 6.072 -4.143 -0.05
C -2.547 2.943 -0.609 -0.74
S -1.027 3.218 -0.095 0.75
C -4.615 -0.244 -0.859 -0.14
C -6.097 -0.207 -0.584 -0.20
C -6.999 -0.487 -1.603 -0.05
C -8.369 -0.454 -1.376 -0.09
C -8.845 -0.142 -0.113 -0.10
C -7.950 0.132 0.913 -0.08
C -6.585 0.098 0.685 -0.03
H -5.146 1.272 -2.784 0.12
H -3.398 1.554 -2.989 0.11
H -5.335 3.362 -1.440 0.14
H -4.616 3.739 -3.020 0.13
H -1.973 5.300 -1.199 0.08
H -3.642 5.731 -1.614 0.13
H -0.902 3.634 -3.056 0.10
H -0.124 3.806 -5.397 0.10
H -1.177 5.431 -6.938 0.10
H -2.999 6.888 -6.128 0.10
H -3.770 6.714 -3.786 0.11
H -4.064 -0.719 -0.041 0.05
H -4.425 -0.810 -1.775 0.13
H -6.620 -0.749 -2.584 0.11
H -9.057 -0.681 -2.180 0.10
H -9.910 -0.119 0.075 0.10
H -8.319 0.362 1.903 0.10
H -5.883 0.295 1.482 0.09
C -1.359 0.518 -4.511 0.00
C -0.878 0.147 -3.128 -0.75
O -1.637 0.460 -2.155 -0.19
O 0.204 -0.466 -3.011 -0.12
H -1.524 1.590 -4.569 0.05
H -2.323 0.039 -4.690 0.08
H -0.654 0.217 -5.281 0.08
```

Its electronic energy is -114038.101 eV. The molecular weight comes out at 1139.009 g mol⁻¹. The calculation puts the max |F| at 0.0210 Eh/bohr. As for the net charge: -1. As for the multiplicity: 1. The calculation puts the HOMO energy (spin up / spin down) at -4.341 / -4.341 eV. The frontier orbital gap (spin up / spin down) is 0.2078 / 0.2078 Eh. The calculation puts the relative energy (zero: lowest compared OMol25 entry of this formula, charge and spin) at 0.00 kcal/mol.